Below is a molecular structure, C57H50BeFN4O2P2, with properties calculated with ωB97M-V/def2-TZVPD.

Computed properties:
* total charge: +1
* orbital gap: 7.674 eV
* ΔE to the lowest compared entry with this formula, charge and spin: 0.00 kcal/mol
* F_max: 0.0044 hartree/bohr

XYZ file:
```
117
Properties=species:S:1:pos:R:3:forces:R:3
Be 1.175 0.784 0.228 0.1 0.0 0.0
C -4.657 -3.495 2.870 0.0 0.0 0.0
C -3.289 -3.872 2.276 0.0 0.0 0.0
C -3.230 -5.390 2.033 0.0 0.0 0.0
C -2.189 -3.485 3.249 0.0 0.0 0.0
C -2.195 -3.992 4.545 0.0 0.0 0.0
C -1.192 -3.694 5.452 0.0 0.0 0.0
C -0.136 -2.894 5.052 0.0 0.0 0.0
C -0.085 -2.373 3.765 0.0 0.0 0.0
P 1.376 -1.450 3.150 0.1 0.0 0.0
C 2.666 -2.696 3.548 0.0 0.0 0.0
C 2.938 -3.609 2.530 0.0 0.0 0.0
C 3.859 -4.629 2.711 0.0 0.0 0.0
C 4.543 -4.737 3.914 0.0 0.0 0.0
C 4.287 -3.829 4.933 0.0 0.0 0.0
C 3.352 -2.820 4.754 0.0 0.0 0.0
C 1.583 -0.171 4.436 -0.2 0.0 0.0
C 0.455 0.430 4.997 0.1 0.0 0.0
C 0.581 1.514 5.852 0.0 0.0 0.0
C 1.836 2.021 6.158 0.0 0.0 0.0
C 2.964 1.439 5.599 0.0 0.0 0.0
C 2.837 0.356 4.741 0.1 0.0 -0.1
C -1.134 -2.657 2.890 0.0 0.0 0.0
O -1.050 -2.066 1.644 0.0 0.0 0.0
C -2.035 -2.274 0.728 0.0 0.0 0.0
C -1.929 -1.560 -0.468 0.0 0.0 -0.1
C -2.890 -1.758 -1.458 0.0 0.0 0.0
C -3.930 -2.646 -1.270 0.0 0.0 0.0
C -4.027 -3.319 -0.064 0.0 0.0 0.0
C -3.102 -3.143 0.956 0.0 0.0 0.0
P -0.719 -0.221 -0.778 0.0 0.1 -0.1
C -0.229 -0.520 -2.512 0.0 -0.1 0.0
C -0.010 -1.834 -2.936 0.0 0.0 0.0
C 0.530 -2.090 -4.187 0.0 0.0 0.0
C 0.858 -1.039 -5.033 0.0 0.0 0.0
C 0.639 0.267 -4.623 0.0 0.0 0.0
C 0.102 0.527 -3.370 -0.1 0.0 0.0
C -1.851 1.212 -0.793 0.0 0.0 0.0
C -2.071 1.815 0.447 -0.1 0.0 0.0
C -2.960 2.873 0.560 0.0 0.0 0.0
C -3.631 3.341 -0.562 0.0 0.0 0.0
C -3.420 2.740 -1.795 -0.1 -0.1 0.1
C -2.538 1.675 -1.912 0.0 -0.1 0.0
H -4.824 -4.011 3.815 0.0 0.0 0.0
H -5.467 -3.777 2.196 0.0 0.0 0.0
H -4.717 -2.422 3.049 0.0 0.0 0.0
H -3.396 -5.934 2.963 0.0 0.0 0.0
H -2.256 -5.680 1.637 0.0 0.0 0.0
H -3.997 -5.700 1.322 0.0 0.0 0.0
H -3.005 -4.641 4.853 0.0 0.0 0.0
H -1.224 -4.100 6.453 0.0 0.0 0.0
H 0.669 -2.675 5.742 0.0 0.0 0.0
H 2.410 -3.521 1.585 0.0 0.0 0.0
H 4.047 -5.339 1.915 0.0 0.0 0.0
H 5.268 -5.526 4.060 0.0 0.0 0.0
H 4.813 -3.912 5.875 0.0 0.0 0.0
H 3.161 -2.124 5.562 0.0 0.0 0.0
H -0.531 0.044 4.769 0.0 0.0 0.0
H -0.304 1.962 6.284 0.0 0.0 0.0
H 1.935 2.863 6.830 0.0 0.0 0.0
H 3.947 1.826 5.832 0.0 0.0 0.0
H 3.731 -0.090 4.318 0.0 0.0 0.0
H -2.823 -1.204 -2.385 0.0 0.0 0.0
H -4.668 -2.798 -2.045 0.0 0.0 0.0
H -4.855 -3.999 0.091 0.0 0.0 0.0
H -0.272 -2.661 -2.288 0.0 0.0 0.0
H 0.687 -3.113 -4.504 0.0 0.0 0.0
H 1.277 -1.240 -6.010 0.0 0.0 0.0
H 0.884 1.094 -5.276 0.0 0.0 0.0
H -0.063 1.556 -3.073 0.0 0.0 0.0
H -1.524 1.471 1.318 0.0 0.0 0.0
H -3.126 3.334 1.525 0.0 0.0 0.0
H -4.322 4.169 -0.475 0.0 0.0 0.0
H -3.954 3.096 -2.667 0.0 0.0 0.0
H -2.389 1.209 -2.878 0.0 0.0 0.1
F 0.849 1.442 1.479 0.0 -0.1 0.0
C 5.032 -1.517 0.276 0.0 0.0 0.0
C 4.747 -0.515 1.189 0.0 0.0 0.1
C 3.518 0.113 1.129 0.0 0.0 0.0
N 2.601 -0.210 0.209 0.0 0.0 -0.1
C 2.872 -1.182 -0.669 0.0 0.0 0.0
C 4.075 -1.860 -0.668 0.0 0.0 0.0
H 5.982 -2.033 0.307 0.0 0.0 0.0
H 5.460 -0.227 1.949 0.0 0.0 0.0
H 3.229 0.893 1.822 0.0 0.0 0.0
H 2.097 -1.411 -1.391 0.0 0.0 0.0
H 4.251 -2.641 -1.393 0.0 0.0 0.0
C -1.777 2.068 -7.136 0.0 0.0 0.0
C -1.344 3.154 -6.189 0.0 0.0 0.0
C -1.886 3.258 -4.912 0.0 0.0 -0.1
C -1.544 4.296 -4.057 0.0 0.0 0.0
C -0.618 5.247 -4.465 0.1 -0.1 0.0
N -0.243 6.344 -3.642 0.1 0.0 0.0
C -0.356 6.420 -2.273 -0.2 -0.1 0.0
O -0.673 7.437 -1.701 0.1 0.1 0.0
N -0.126 5.253 -1.546 0.0 0.0 0.1
C 0.752 4.201 -1.772 0.0 -0.1 0.0
C 1.702 4.143 -2.789 0.0 0.0 0.0
C 2.510 3.022 -2.885 0.0 0.0 0.0
C 2.362 1.987 -1.986 0.0 0.1 0.0
N 1.464 2.048 -0.997 0.1 -0.1 0.0
C 0.695 3.130 -0.884 0.0 0.0 0.0
C -0.050 5.147 -5.730 0.0 0.0 0.0
C -0.419 4.118 -6.581 0.0 0.0 0.0
H -2.247 1.242 -6.603 0.0 0.0 0.0
H -0.931 1.675 -7.701 0.0 0.0 0.0
H -2.500 2.451 -7.859 0.0 0.0 0.0
H -2.621 2.529 -4.588 0.0 0.0 -0.1
H -2.007 4.372 -3.081 0.1 0.0 -0.1
H -0.335 7.258 -4.061 0.0 0.0 0.0
H -0.470 5.344 -0.601 0.0 0.0 0.0
H 1.828 4.967 -3.474 0.0 0.0 0.0
H 3.258 2.954 -3.663 0.0 0.0 0.0
H 2.966 1.094 -2.052 0.0 0.0 0.0
H 0.010 3.141 -0.046 0.0 0.0 0.0
H 0.675 5.885 -6.050 0.0 0.0 0.0
H 0.018 4.068 -7.571 0.0 0.0 0.0
```
Positions in Å, forces in eV/Å.

***

Below is a gas-phase ion, C10H11N2O2 (charge +1) at a distorted geometry, with properties calculated with ωB97M-V/def2-TZVPD.

Computed properties:
* total charge: +1
* orbital gap: 7.208 eV
* ΔE to the lowest compared entry with this formula, charge and spin: 7.00 kcal/mol
* F_max: 0.0336 hartree/bohr

XYZ file:
```
25
Properties=species:S:1:pos:R:3:forces:R:3
C 0.759 -3.321 2.184 -0.1 0.1 0.0
C -0.398 -2.557 2.161 0.0 -0.1 0.1
C 1.801 -3.030 1.316 0.1 0.0 0.0
C -0.520 -1.507 1.273 0.2 0.1 -0.2
C 1.689 -1.979 0.426 -0.2 0.1 0.0
C 0.522 -1.211 0.389 0.0 -0.3 0.4
C 0.378 -0.115 -0.579 1.6 -0.5 -0.5
C -1.104 1.720 -0.880 -0.2 -0.6 0.3
C -0.076 2.739 -1.270 1.5 -0.3 0.3
C -2.508 2.193 -0.992 -0.3 0.2 -0.1
N -0.836 0.540 -0.519 -1.2 0.8 -0.1
N 1.177 0.216 -1.519 -0.6 0.7 -0.2
O 0.989 3.013 -0.588 -0.7 0.4 -0.6
O -0.307 3.419 -2.325 0.1 0.0 0.2
H 0.850 -4.143 2.877 0.0 -0.1 0.1
H -1.207 -2.784 2.836 -0.1 0.0 0.1
H 2.702 -3.624 1.332 0.1 0.0 0.0
H -1.424 -0.918 1.240 -0.1 0.0 0.0
H 2.512 -1.768 -0.242 0.1 0.0 0.0
H -2.697 3.039 -0.330 0.0 0.1 0.0
H -3.185 1.379 -0.746 0.1 0.0 0.0
H -2.690 2.527 -2.015 -0.1 0.0 0.0
H 2.009 -0.344 -1.649 0.0 -0.2 0.3
H 1.173 2.447 0.181 -0.3 -0.2 -0.1
H 0.389 4.069 -2.560 0.0 -0.1 0.2
```
Positions in Å, forces in eV/Å.

***

Below is 3 unconnected molecules or ions with the total composition C17H32BrNO11PS3 at a distorted geometry, with properties calculated with ωB97M-V/def2-TZVPD.

Computed properties:
* total charge: -1
* orbital gap: 6.641 eV
* F_max: 0.1859 hartree/bohr

XYZ file:
```
66
Properties=species:S:1:pos:R:3:forces:R:3
C 1.503 -3.730 2.104 0.0 -0.6 0.6
C 2.626 -3.010 1.149 -0.1 -0.1 0.6
C 2.304 -1.400 0.843 0.3 -1.0 0.4
C 0.884 -1.161 0.058 0.6 -1.3 -0.4
C 0.590 0.398 -0.372 -0.4 -1.1 1.3
C -0.421 1.005 0.815 1.0 0.0 -1.8
C -1.902 0.381 0.492 -0.7 0.6 -0.7
C -3.092 0.850 1.533 2.2 1.5 -0.6
P -2.409 0.391 3.302 -0.6 -0.7 -0.5
S -1.448 -1.345 3.270 -0.3 0.1 0.3
C -3.006 2.523 1.561 -0.3 7.0 -1.1
O -3.157 3.217 2.709 0.7 -4.6 -4.6
O -2.761 3.332 0.331 -1.3 -5.2 5.5
N -4.458 0.310 1.240 -0.2 -0.4 -0.2
C -5.045 0.748 -0.071 -1.1 -0.3 -2.2
C -4.668 -0.247 -1.361 -0.7 0.1 -0.3
C -4.621 -1.168 1.475 0.2 -1.7 0.0
C -6.191 -1.714 1.264 -4.7 4.8 3.2
O -7.262 -1.083 1.774 7.4 -4.8 -3.8
Br -6.372 -3.449 0.206 0.1 1.5 1.0
H 1.483 -3.282 3.210 0.1 -0.7 -2.5
H 1.771 -4.883 2.248 -0.5 2.4 -0.4
H 0.405 -3.693 1.695 2.2 0.1 0.7
H 2.743 -3.634 0.158 -0.4 1.3 1.7
H 3.666 -3.109 1.726 -2.4 0.3 -1.4
H 2.281 -0.873 1.906 0.0 -0.9 -2.3
H 3.256 -1.003 0.261 -2.8 -1.0 0.9
H 0.908 -1.844 -0.918 0.0 1.4 1.9
H 0.038 -1.638 0.744 1.7 1.4 -1.4
H 1.629 0.960 -0.395 -2.2 -1.0 -0.1
H 0.041 0.388 -1.410 1.2 0.3 2.2
H 0.057 0.663 1.827 -1.2 0.8 -1.8
H -0.392 2.184 0.649 -0.6 -2.6 0.8
H -2.218 0.822 -0.572 0.7 -0.8 2.4
H -1.940 -0.787 0.401 0.5 2.2 0.4
H -3.581 0.285 4.157 0.8 0.6 -0.5
H -1.515 1.393 3.824 -1.0 -0.2 -0.5
H -4.763 1.822 -0.438 0.0 -2.0 1.5
H -6.239 0.738 -0.038 2.6 0.0 0.4
H -5.574 -0.978 -1.596 1.9 1.5 0.5
H -3.729 -0.916 -1.167 -1.7 1.5 -0.6
H -4.547 0.450 -2.319 0.0 -1.7 2.0
H -3.920 -1.852 0.792 -1.7 1.4 1.3
H -4.379 -1.526 2.587 -0.5 1.1 -2.3
C 7.482 0.915 1.771 0.5 -0.3 -0.1
C 7.358 0.748 0.259 0.1 0.6 0.0
O 6.309 -0.200 0.074 -0.3 -0.2 0.9
S 5.223 -0.030 1.278 -0.7 0.0 0.1
O 4.138 0.795 0.794 1.9 -0.7 1.0
O 5.016 -1.321 1.893 0.5 1.9 -0.8
O 6.147 0.876 2.270 -0.4 -0.2 -0.8
H 8.037 0.083 2.216 0.0 0.1 -0.1
H 7.963 1.859 2.044 -0.3 -0.1 0.0
H 8.285 0.392 -0.198 -0.3 -0.2 0.0
H 7.054 1.686 -0.218 0.1 0.0 0.1
C 0.070 2.909 -4.497 -0.1 0.4 -0.5
C -0.908 2.042 -5.286 -0.5 0.3 0.5
O -0.186 0.853 -5.598 1.0 0.0 0.4
S 0.870 0.544 -4.394 0.0 -0.4 0.5
O 0.271 -0.428 -3.506 1.1 1.1 -1.4
O 2.185 0.379 -4.970 -1.6 -0.1 0.7
O 0.800 2.004 -3.671 -0.2 -1.1 -0.4
H 0.779 3.410 -5.163 -0.1 0.0 0.0
H -0.442 3.656 -3.884 0.2 -0.3 0.1
H -1.256 2.532 -6.198 0.2 -0.3 0.0
H -1.770 1.762 -4.672 0.1 0.1 0.0
```
Positions in Å, forces in eV/Å.

***

Below is a gas-phase ion, C3H4N3 (charge +1) at a distorted geometry, with properties calculated with ωB97M-V/def2-TZVPD.

Computed properties:
* SMILES: C=C1N=NC=[NH+]1
* total charge: +1
* orbital gap (spin up / spin down): 8.251 / 6.427 eV
* ΔE to the lowest compared entry with this formula, charge and spin: 70.92 kcal/mol
* F_max: 0.1564 hartree/bohr

XYZ file:
```
10
Properties=species:S:1:pos:R:3:forces:R:3
C -2.177 0.448 0.473 0.6 -0.3 -1.5
C -0.103 -0.012 0.583 7.4 -1.9 -2.5
C 1.702 -0.455 0.266 -7.2 1.7 1.1
N -1.789 0.445 1.730 -1.4 0.4 2.0
N -0.535 0.170 1.804 1.0 0.0 1.6
N -1.109 0.147 -0.306 -0.6 0.1 -0.6
H -3.176 0.645 0.137 -0.2 0.1 -0.2
H 1.961 -0.719 -0.742 0.2 0.0 -0.2
H 2.305 -0.422 1.154 0.2 0.0 0.2
H -1.081 0.077 -1.317 0.0 0.0 0.2
```
Positions in Å, forces in eV/Å.

***

Among the records above, which one has the highest F_max?
C17H32BrNO11PS3

***

Among the records above, which one has the lowest F_max?
C57H50BeFN4O2P2